[1]
{
  "formula": "C40H76N4O12S6",
  "method": "the ωB97M-V functional and the def2-TZVPD basis",
  "multiplicity": 1,
  "total_charge": 0,
  "gap_ev": 10.13,
  "elements": ["C", "C", "C", "S", "O", "O", "C", "H", "H", "H", "H", "H", "H", "H", "H", "C", "C", "C", "S", "O", "O", "C", "H", "H", "H", "H", "H", "H", "H", "H", "C", "C", "C", "S", "O", "O", "C", "H", "H", "H", "H", "H", "H", "H", "H", "C", "C", "C", "S", "O", "O", "C", "H", "H", "H", "H", "H", "H", "H", "H", "C", "C", "C", "S", "O", "O", "C", "H", "H", "H", "H", "H", "H", "H", "H", "C", "C", "C", "S", "O", "O", "C", "H", "H", "H", "H", "H", "H", "H", "H", "C", "C", "C", "C", "N", "H", "H", "H", "H", "H", "H", "H", "C", "C", "C", "C", "N", "H", "H", "H", "H", "H", "H", "H", "C", "C", "C", "C", "N", "H", "H", "H", "H", "H", "H", "H", "C", "C", "C", "C", "N", "H", "H", "H", "H", "H", "H", "H"],
  "coordinates": [[-1.898, 0.575, 5.634], [-2.777, 0.994, 4.486], [-3.779, -0.158, 4.262], [-2.769, -1.681, 4.516], [-2.373, -2.156, 3.203], [-3.417, -2.554, 5.507], [-1.335, -0.847, 5.318], [-2.371, 0.631, 6.614], [-1.052, 1.261, 5.609], [-2.139, 0.991, 3.602], [-3.220, 1.985, 4.581], [-4.319, -0.174, 3.316], [-4.509, -0.020, 5.060], [-0.584, -0.874, 4.529], [-0.995, -1.488, 6.132], [-2.792, 2.654, -2.477], [-3.446, 2.286, -3.738], [-2.409, 1.474, -4.526], [-0.700, 2.153, -4.202], [-0.203, 2.959, -5.344], [0.135, 1.212, -3.526], [-1.421, 3.273, -2.911], [-2.465, 1.770, -1.930], [-3.443, 3.296, -1.884], [-3.873, 3.110, -4.308], [-4.286, 1.674, -3.409], [-2.512, 1.507, -5.610], [-2.383, 0.436, -4.195], [-1.515, 4.189, -3.493], [-0.613, 3.509, -2.218], [3.300, 2.611, -3.863], [3.714, 3.981, -3.380], [4.028, 3.943, -1.912], [4.826, 2.267, -1.644], [3.983, 1.523, -0.671], [6.261, 2.333, -1.680], [4.338, 1.628, -3.310], [3.412, 2.521, -4.943], [2.299, 2.333, -3.533], [2.969, 4.746, -3.600], [4.616, 4.376, -3.847], [3.100, 3.878, -1.343], [4.590, 4.797, -1.535], [4.127, 0.560, -3.273], [5.246, 1.827, -3.880], [1.787, -3.597, 2.163], [3.028, -2.737, 2.032], [3.817, -2.650, 3.425], [2.430, -2.538, 4.736], [1.886, -1.172, 4.797], [2.816, -3.322, 5.906], [1.272, -3.501, 3.679], [2.088, -4.627, 1.970], [1.022, -3.266, 1.460], [2.933, -1.724, 1.641], [3.760, -3.159, 1.345], [4.585, -1.885, 3.533], [4.285, -3.616, 3.617], [0.301, -3.013, 3.764], [1.199, -4.517, 4.069], [3.984, 2.850, 2.548], [3.200, 1.584, 2.749], [1.960, 1.974, 3.565], [2.582, 3.362, 4.682], [2.738, 2.891, 6.012], [1.788, 4.533, 4.310], [4.206, 3.469, 3.892], [3.503, 3.537, 1.852], [4.934, 2.665, 2.048], [3.814, 0.849, 3.272], [2.974, 1.192, 1.757], [1.596, 1.199, 4.238], [1.236, 2.329, 2.831], [4.755, 2.815, 4.569], [4.689, 4.444, 3.969], [0.470, -4.737, -4.582], [1.700, -3.855, -4.651], [1.280, -2.449, -4.212], [-0.484, -2.095, -4.868], [-0.486, -1.339, -6.088], [-1.446, -1.826, -3.769], [-0.596, -3.849, -5.350], [0.115, -4.907, -3.565], [0.585, -5.670, -5.135], [2.086, -3.826, -5.670], [2.430, -4.318, -3.987], [1.860, -1.527, -4.254], [1.026, -2.553, -3.157], [-0.251, -3.769, -6.381], [-1.629, -4.185, -5.435], [-4.185, -0.844, -0.284], [-4.098, -1.197, -1.773], [-4.879, -2.472, -2.022], [-4.674, -2.888, -3.379], [-4.502, -3.314, -4.437], [-5.192, -0.467, -0.104], [-3.574, 0.050, -0.153], [-3.926, -1.592, 0.465], [-3.050, -1.251, -2.066], [-4.486, -0.374, -2.374], [-5.948, -2.281, -1.937], [-4.508, -3.245, -1.349], [-1.294, -4.114, -1.342], [-1.556, -5.262, -0.313], [-0.774, -6.592, -0.619], [0.687, -6.389, -0.775], [1.803, -6.216, -0.857], [-0.229, -3.898, -1.433], [-1.848, -3.218, -1.062], [-1.724, -4.373, -2.310], [-2.624, -5.458, -0.218], [-1.297, -4.925, 0.690], [-1.144, -7.040, -1.542], [-0.958, -7.235, 0.241], [-1.296, 6.031, 3.305], [-1.412, 5.005, 2.214], [-1.809, 5.612, 0.901], [-3.205, 5.958, 0.789], [-4.310, 6.285, 0.708], [-0.714, 5.673, 4.155], [-2.246, 6.331, 3.748], [-0.982, 7.038, 3.030], [-2.078, 4.154, 2.356], [-0.390, 4.673, 2.035], [-1.501, 5.162, -0.043], [-1.404, 6.624, 0.889], [-0.614, -0.944, 0.880], [0.100, -0.992, -0.456], [1.038, 0.257, -0.748], [0.613, 1.546, -0.210], [0.218, 2.560, 0.211], [0.121, -0.838, 1.678], [-1.258, -1.802, 1.071], [-1.196, -0.025, 0.805], [-0.770, -1.024, -1.111], [0.610, -1.926, -0.692], [1.285, 0.308, -1.808], [2.011, 0.156, -0.267]]
}


[2]
{
  "formula": "C11H14N4OS",
  "method": "the ωB97M-V functional and the def2-TZVPD basis",
  "multiplicity": 1,
  "total_charge": 0,
  "gap_ev": 8.93,
  "elements": ["O", "N", "N", "S", "C", "C", "C", "C", "C", "N", "N", "C", "C", "C", "C", "C", "C", "H", "H", "H", "H", "H", "H", "H", "H", "H", "H", "H", "H", "H", "H"],
  "coordinates": [[-0.844, -4.053, 2.067], [-1.215, 4.140, -2.930], [-1.545, 3.189, -0.771], [1.766, -1.717, 3.342], [0.091, -3.250, 2.150], [-1.819, 4.127, -1.733], [-0.353, 3.171, -3.224], [-0.694, 2.229, -1.071], [-0.069, 2.183, -2.292], [0.751, -3.068, 3.343], [-0.563, 1.310, -0.068], [-0.415, -2.044, -0.030], [0.010, -0.906, -0.944], [0.753, -0.013, 1.420], [1.472, -1.314, 1.597], [0.653, -2.466, 1.004], [0.480, 0.279, -0.049], [-2.527, 4.906, -1.499], [0.112, 3.111, -4.181], [0.547, 1.353, -2.611], [0.243, -3.342, 4.151], [-1.109, 1.479, 0.762], [-0.674, -2.891, -0.652], [-1.301, -1.775, 0.536], [-0.866, -0.660, -1.564], [0.755, -1.205, -1.684], [-0.181, -0.023, 1.996], [1.314, 0.857, 1.801], [2.443, -1.228, 1.115], [1.367, -3.077, 0.474], [1.418, 0.700, -0.454]]
}


[3]
{
  "formula": "C23H23ClN2O4S",
  "method": "the ωB97M-V functional and the def2-TZVPD basis",
  "multiplicity": 1,
  "total_charge": 0,
  "gap_ev": 8.93,
  "elements": ["C", "C", "O", "C", "C", "C", "C", "C", "C", "H", "H", "N", "S", "O", "O", "C", "C", "C", "C", "C", "C", "H", "H", "H", "H", "H", "C", "C", "O", "N", "H", "C", "C", "C", "C", "C", "C", "C", "H", "H", "Cl", "H", "H", "H", "H", "H", "H", "H", "H", "H", "H", "H", "H", "H"],
  "coordinates": [[-1.912, -4.188, -0.589], [-2.858, -3.045, -0.233], [-2.401, -2.284, 0.867], [-1.386, -1.399, 0.705], [-0.939, -0.775, 1.873], [0.079, 0.149, 1.837], [0.699, 0.467, 0.629], [0.249, -0.139, -0.536], [-0.786, -1.058, -0.502], [-1.109, -1.496, -1.432], [0.692, 0.101, -1.488], [1.754, 1.408, 0.647], [3.155, 0.894, 1.444], [2.790, 0.442, 2.750], [4.102, 1.962, 1.330], [3.655, -0.494, 0.435], [4.554, -0.293, -0.594], [4.845, -1.346, -1.447], [4.225, -2.572, -1.266], [3.322, -2.758, -0.230], [3.030, -1.711, 0.628], [2.339, -1.821, 1.449], [2.845, -3.716, -0.092], [4.449, -3.390, -1.934], [5.551, -1.208, -2.252], [5.020, 0.674, -0.699], [2.016, 2.162, -0.559], [0.742, 2.861, -1.039], [0.460, 2.971, -2.212], [0.004, 3.359, -0.028], [0.276, 3.110, 0.911], [-1.353, 3.830, -0.229], [-2.336, 2.702, -0.042], [-2.719, 1.924, -1.128], [-3.608, 0.877, -0.968], [-4.111, 0.600, 0.293], [-3.715, 1.343, 1.393], [-2.829, 2.389, 1.218], [-2.529, 2.977, 2.073], [-4.104, 1.108, 2.371], [-5.254, -0.676, 0.496], [-3.920, 0.288, -1.816], [-2.318, 2.145, -2.105], [-1.549, 4.639, 0.478], [-1.406, 4.213, -1.251], [2.409, 1.549, -1.381], [2.771, 2.908, -0.300], [0.430, 0.614, 2.743], [-1.418, -1.033, 2.804], [-3.819, -3.448, 0.098], [-3.037, -2.401, -1.102], [-0.940, -3.808, -0.896], [-2.334, -4.775, -1.400], [-1.771, -4.831, 0.277]]
}


[4]
{
  "formula": "H11O5",
  "method": "the ωB97M-V functional and the def2-TZVPD basis",
  "multiplicity": 1,
  "total_charge": 1,
  "gap_ev": 10.97,
  "elements": ["O", "H", "H", "O", "H", "H", "O", "H", "H", "O", "H", "H", "O", "H", "H", "H"],
  "coordinates": [[-0.587, -1.734, -0.871], [-0.648, -2.200, -0.050], [0.351, -1.828, -1.060], [-0.721, 0.867, 0.535], [0.226, 0.470, 0.810], [-1.415, 0.055, 0.240], [2.965, -0.637, -1.716], [3.872, -0.453, -2.306], [2.948, -1.570, -2.017], [-2.632, -0.075, -0.717], [-3.568, 0.089, -0.724], [-2.455, 0.084, -1.678], [0.734, 1.710, 2.457], [-1.041, 1.115, 1.488], [1.029, 1.475, 3.355], [0.944, 2.633, 2.254]]
}


[5]
{
  "formula": "C23H28N3O2PdSbSe2",
  "method": "the ωB97M-V functional and the def2-TZVPD basis",
  "multiplicity": 1,
  "total_charge": 0,
  "gap_ev": 6.14,
  "elements": ["Pd", "C", "C", "C", "C", "C", "C", "N", "Sb", "C", "C", "C", "C", "C", "C", "N", "C", "C", "C", "C", "C", "C", "N", "H", "H", "H", "H", "H", "H", "H", "H", "H", "H", "H", "H", "H", "H", "H", "H", "H", "H", "O", "C", "C", "C", "O", "C", "Se", "C", "Se", "H", "H", "H", "H", "H", "H", "H", "H", "H", "H"],
  "coordinates": [[0.169, -0.381, -0.135], [2.697, 2.491, 0.099], [3.402, 1.171, 0.172], [4.791, 1.071, 0.233], [5.384, -0.175, 0.306], [4.577, -1.305, 0.321], [3.206, -1.129, 0.262], [2.635, 0.083, 0.182], [1.755, -2.701, 0.264], [0.796, -1.807, 2.053], [-0.272, -2.463, 2.664], [-0.804, -1.925, 3.817], [-0.246, -0.770, 4.343], [0.868, -0.227, 3.721], [1.546, 1.010, 4.235], [1.386, -0.760, 2.610], [0.985, -1.889, -1.726], [0.316, -2.796, -2.548], [0.056, -2.445, -3.858], [0.399, -1.178, -4.300], [1.019, -0.299, -3.421], [1.336, 1.120, -3.781], [1.353, -0.688, -2.186], [3.400, 3.322, 0.082], [2.028, 2.607, 0.954], [2.069, 2.533, -0.793], [5.391, 1.972, 0.225], [6.463, -0.266, 0.353], [5.004, -2.298, 0.381], [-0.693, -3.358, 2.226], [-1.649, -2.399, 4.302], [-0.653, -0.306, 5.233], [1.093, 1.360, 5.163], [1.460, 1.804, 3.491], [2.606, 0.820, 4.405], [0.007, -3.760, -2.162], [-0.425, -3.148, -4.527], [0.185, -0.867, -5.316], [0.781, 1.439, -4.663], [2.403, 1.241, -3.981], [1.067, 1.766, -2.945], [-2.128, 0.865, -2.301], [-3.447, 0.759, -1.798], [-3.562, 0.759, -0.269], [-5.059, 1.059, -0.048], [-5.465, 1.050, 1.314], [-3.251, -0.582, 0.419], [-1.879, -1.696, -0.377], [-2.757, 1.854, 0.424], [-0.805, 1.688, 0.540], [-2.156, 0.642, -3.238], [-3.928, -0.158, -2.159], [-4.031, 1.614, -2.163], [-5.653, 0.344, -0.630], [-5.289, 2.061, -0.412], [-5.328, 0.165, 1.667], [-4.149, -1.211, 0.423], [-2.946, -0.409, 1.449], [-3.099, 1.910, 1.454], [-2.958, 2.816, -0.054]]
}